Entry 1:
Entry from OMol25: 10 unconnected molecules or ions with the total composition C12H50B2O14 in a non-equilibrium geometry (the ωB97M-V functional and the def2-TZVPD basis).

Computed properties:
Net charge: 0
E_LUMO (Ha): -0.0042
HOMO level (eV): -9.4
HOMO-LUMO gap (eV): 9.2870

Structure (XYZ):
```
78
C12H50B2O14 (the ωB97M-V functional and the def2-TZVPD basis)
O 1.90683 -1.62283 -0.48755
H 1.56434 -2.51382 -0.58977
H 1.24430 -0.93625 -0.38142
H 2.57887 -1.53889 0.19282
O 2.15759 0.91956 2.67628
H 2.76497 1.49001 3.15302
H 1.46759 0.52397 3.21387
H 2.56708 0.13624 2.30167
B 0.10794 0.78990 0.09286
H 0.51178 0.33241 -0.79701
H 0.71649 1.65768 0.29502
H -0.92079 1.10847 0.02600
H 0.18663 0.08539 0.90632
B 3.37583 -1.32294 1.88942
H 3.41165 -0.59435 1.09436
H 2.33249 -1.58000 1.98734
H 3.93691 -2.17006 1.52636
H 3.78158 -0.99033 2.83227
C -1.04617 5.14323 1.25557
C 0.28487 4.71394 1.95128
O 0.11223 4.45841 3.32203
O -2.09250 4.21467 1.52479
H -0.84400 5.39014 0.21334
H -1.38782 6.10040 1.64950
H 1.00455 5.49988 1.72222
H 0.56677 3.88820 1.29800
H -0.44593 3.67809 3.35580
H -2.04084 3.90552 2.43218
C -0.28710 0.35222 4.79050
C -1.23323 0.73571 3.60735
O -0.77063 1.75186 2.68929
O 0.78918 -0.43813 4.39832
H -0.82920 -0.13822 5.59901
H 0.14274 1.26871 5.19471
H -2.19048 1.14533 3.92981
H -1.48274 -0.08206 2.93125
H -0.66826 1.33558 1.83033
H 1.16277 -0.75575 5.22364
C -0.76331 -4.02770 -1.13152
C 0.51146 -4.87797 -1.10390
O 1.46738 -4.16975 -0.45490
O -0.65243 -2.68076 -1.55295
H -1.12561 -3.93101 -0.10805
H -1.53686 -4.63150 -1.60603
H 0.79567 -5.20441 -2.10429
H 0.37463 -5.79763 -0.53504
H 2.28562 -4.66331 -0.54693
H -1.17807 -2.10014 -0.99781
C 0.33614 3.42319 -2.23638
C -0.54703 2.55799 -3.22871
O -1.32610 1.57584 -2.50960
O 1.47528 2.75627 -1.69991
H -0.27236 3.71147 -1.37923
H 0.62433 4.34060 -2.74961
H 0.07022 2.01569 -3.94497
H -1.30517 3.05660 -3.83264
H -1.00081 1.52283 -1.60794
H 1.27326 2.14721 -0.98587
C 0.93971 -1.14282 -4.06786
C 1.76530 -0.83915 -5.28068
O 1.41087 -1.82200 -6.26905
O 1.44915 -2.30996 -3.37799
H -0.07598 -1.40844 -4.36098
H 0.87431 -0.30803 -3.37004
H 2.82521 -0.91723 -5.03862
H 1.48703 0.16722 -5.59357
H 2.18058 -2.38867 -6.35872
H 0.81747 -2.55435 -2.69766
C -4.00320 -2.34831 0.12202
C -3.21978 -1.02997 -0.10280
O -1.87502 -1.21124 0.25949
O -4.70523 -2.50355 1.37214
H -3.41308 -3.23252 -0.11890
H -4.79452 -2.39626 -0.62605
H -3.75818 -0.26934 0.46260
H -3.23071 -0.75433 -1.15731
H -1.47819 -0.33710 0.25618
H -5.13827 -3.35935 1.41334
```

Here are the Mulliken charges for atoms 1 to 8, given in e:
1 O -0.2780
2 H 0.5476
3 H 0.0547
4 H 0.4000
5 O -0.4039
6 H 0.4401
7 H 0.4178
8 H 0.3154

=====

Entry 2:
Entry from OMol25: 19 unconnected molecules or ions with the total composition C12H60BN4O21P in a non-equilibrium geometry (the ωB97M-V functional and the def2-TZVPD basis).

Computed properties:
Net charge: 0
E_LUMO (Ha): -0.0396
HOMO level (eV): -8.6
HOMO-LUMO gap (eV): 7.5536

Structure (XYZ):
```
99
C12H60BN4O21P (the ωB97M-V functional and the def2-TZVPD basis)
C 2.83369 3.61155 0.31172
C 4.14310 2.82648 -0.17713
C 3.87829 1.93672 -1.45682
C 2.85888 0.76307 -1.21897
C 3.38840 -0.39462 -0.28794
C 2.23854 -1.49550 -0.16034
C 1.11985 -0.97945 0.82045
C -0.23822 -1.81477 0.59262
C -1.23256 -0.83087 -0.07857
N -2.25985 -0.02188 0.49925
C -2.83956 0.68820 -0.53165
B -4.03534 1.71455 -0.19910
N -3.76356 2.72825 0.88021
O -5.29941 1.72644 -0.79972
N -2.29816 0.42801 -1.77097
P -2.67751 1.03301 -3.38221
N -4.00284 1.88384 -3.49276
C -1.25885 -0.51888 -1.48420
C -0.39399 -1.00079 -2.69159
O 0.30271 -0.11735 -3.23367
O -0.41203 -2.20533 -3.15149
H 3.00220 4.72677 0.39603
H 2.58389 3.20317 1.33149
H 1.94304 3.44148 -0.36673
H 4.88888 3.62103 -0.45699
H 4.61565 2.24304 0.66713
H 3.41203 2.62470 -2.22714
H 4.86989 1.61077 -1.87487
H 2.65136 0.29609 -2.22495
H 1.91283 1.19433 -0.79861
H 4.23864 -0.90796 -0.82099
H 3.72436 -0.06048 0.72994
H 2.71234 -2.39466 0.33376
H 1.85697 -1.77393 -1.18866
H 0.88679 0.10679 0.66531
H 1.40797 -1.12416 1.91053
H -0.09307 -2.72602 -0.04184
H -0.65697 -2.15135 1.58145
H -2.47954 0.00096 1.49618
H -3.12129 3.43933 0.49574
H -3.21164 2.27829 1.62626
H -5.44106 2.66186 -1.06390
H -1.57388 1.81966 -3.80171
H -2.84090 -0.10491 -4.24124
H -4.61962 1.39246 -4.15047
O 5.70964 2.14854 2.35914
H 5.45978 2.81788 3.00703
H 6.58916 1.86056 2.64054
O -0.04158 3.04226 0.15743
H -0.10948 3.35193 1.06903
H -0.74417 2.38455 0.08197
O 1.09994 -0.29896 3.72508
H 0.21047 -0.53147 4.01660
H 1.53307 0.01191 4.52934
O -5.74325 -0.68048 -3.84800
H -5.82180 -0.35204 -2.94258
H -6.44595 -1.33826 -3.92249
O 7.80286 0.24553 2.97632
H 7.05367 -0.16000 3.42972
H 8.07657 -0.42013 2.33336
O 2.28107 6.37745 -0.65885
H 3.05072 6.78727 -1.07088
H 1.74352 6.08856 -1.40544
O 6.36251 -1.30796 -0.84228
H 6.48140 -0.54145 -1.41616
H 6.60968 -2.05693 -1.39702
O -0.10778 -3.97602 2.95691
H -0.85946 -4.37949 3.41154
H 0.18194 -4.65458 2.33574
O -7.26366 0.60392 -5.99645
H -6.60023 0.50544 -5.29869
H -6.85967 0.18355 -6.76362
O -5.83405 -0.75958 1.55307
H -5.71519 0.00460 0.97518
H -5.56610 -1.50939 1.00774
O 8.76305 2.37907 0.80412
H 7.87092 2.15066 1.09085
H 9.20308 2.66406 1.61258
O -1.21994 -4.63633 -1.53323
H -1.08436 -3.89392 -2.14606
H -0.98327 -5.41260 -2.05141
O -2.76633 -5.78182 3.60355
H -3.51460 -6.18177 4.06086
H -2.48025 -6.46200 2.98229
O -6.45080 -2.86856 4.26271
H -6.33152 -2.10412 3.68349
H -6.18295 -3.61774 3.71916
O 1.47557 -2.87378 5.52766
H 2.24408 -2.46742 5.11263
H 0.94380 -3.17855 4.78103
O 2.66339 -2.91234 -2.99508
H 1.96676 -2.68038 -3.62735
H 3.34543 -3.32475 -3.53649
O -4.06156 2.27967 -6.72862
H -3.70420 2.93292 -6.11493
H -4.66031 2.78660 -7.28881
O -5.98023 -1.45815 7.19357
H -5.87815 -1.89573 6.33880
H -6.39311 -0.61500 6.97774
```

Here are the Mulliken charges for atoms 1 to 8, given in e:
1 C -0.6453
2 C 0.0811
3 C -1.0770
4 C 0.5896
5 C -0.3735
6 C -0.4687
7 C -0.0668
8 C -0.5654

=====

Entry 3:
Entry from OMol25: 18 unconnected molecules or ions with the total composition C12H60O24 in a non-equilibrium geometry (the ωB97M-V functional and the def2-TZVPD basis).

Computed properties:
Energy above the lowest of the compared OMol25 structures with the same formula, charge and spin (kJ/mol): 0.0
Net charge: 0
E_LUMO (Ha): 0.0011
HOMO level (eV): -9.1
HOMO-LUMO gap (eV): 9.1133

Structure (XYZ):
```
96
C12H60O24 (the ωB97M-V functional and the def2-TZVPD basis)
O -11.03200 18.90000 21.54600
H -11.01700 19.59500 22.18000
H -10.11100 18.73200 21.41200
O -19.27800 17.80200 20.40600
H -20.01000 17.34000 20.78800
H -18.62300 17.17700 20.06000
O -11.19400 16.19600 21.00500
H -11.55200 15.76000 20.21800
H -11.29600 17.12900 20.86200
O -14.76800 22.21000 18.66800
H -15.70700 22.15100 18.79000
H -14.55200 21.92700 17.73900
O -16.81700 20.42300 16.24500
H -17.05600 20.50200 17.16500
H -16.00500 20.93500 16.19200
O -10.52400 20.97200 19.33400
H -10.38900 20.15400 18.87400
H -9.89100 21.11100 20.03900
O -15.38400 16.01400 21.52700
H -14.69600 16.61300 21.31300
H -14.98400 15.30600 22.02600
O -13.16100 20.81600 20.31400
H -12.29800 21.16300 20.03900
H -13.81200 21.34300 19.83500
O -10.06900 18.41500 18.27600
H -10.96900 18.25500 18.48900
H -9.59200 17.67800 18.68100
O -12.56600 14.77300 16.13000
H -11.73800 14.48500 15.80100
H -12.56400 15.64800 15.75700
O -17.26000 16.07100 19.50600
H -17.20000 15.35200 18.89600
H -16.49700 15.91300 20.11500
O -13.89400 18.32200 22.00500
H -14.03700 18.01500 22.86300
H -12.93200 18.32000 21.93000
C -16.50900 20.31300 23.05200
C -16.95500 19.06800 22.26500
O -18.30400 18.73700 22.54300
O -15.25300 20.67400 22.49200
H -16.48600 20.03100 24.09300
H -17.21800 21.13800 23.01200
H -16.40000 18.18200 22.36800
H -16.91600 19.31200 21.17100
H -18.70400 18.54900 21.68700
H -14.71200 19.95300 22.19000
C -14.98400 18.81300 18.74100
C -13.91400 17.71400 18.70400
O -12.69100 18.25600 18.97300
O -16.16400 18.39100 18.23100
H -14.70900 19.61200 18.06900
H -15.10000 19.15300 19.78000
H -13.84900 17.08700 17.81900
H -14.26900 17.06400 19.42700
H -12.78700 18.97000 19.63200
H -16.48500 17.58100 18.58200
C -18.63400 21.17000 19.21200
C -19.45000 20.22000 18.26900
O -20.61200 19.75200 18.92600
O -17.45400 21.80700 18.62100
H -18.37100 20.71600 20.15600
H -19.32400 21.97800 19.33600
H -18.75300 19.45500 17.85100
H -19.65700 20.79900 17.42100
H -20.33000 18.96000 19.41300
H -17.76200 22.57100 18.12300
C -14.76700 17.10400 15.19400
C -13.44800 17.99700 15.15000
O -12.26500 17.38300 15.40700
O -15.83400 18.01500 15.09600
H -14.91900 16.66500 16.13800
H -14.85000 16.51300 14.26800
H -13.54600 18.68500 15.95300
H -13.35200 18.58300 14.22400
H -11.56700 18.08300 15.49300
H -16.06200 18.38200 15.95700
C -12.17300 21.55600 16.76100
C -12.95900 21.86100 15.51200
O -14.29000 21.62300 15.75500
O -10.82000 21.75400 16.42900
H -12.31800 20.52200 17.08300
H -12.52600 22.20700 17.58800
H -12.59600 21.35900 14.64800
H -12.79200 22.86800 15.20200
H -14.72200 21.57800 14.87700
H -10.53200 21.06300 15.83100
C -14.28500 14.11700 18.66700
C -13.07400 14.34600 19.54300
O -12.03000 15.03900 18.77800
O -15.24600 13.49000 19.47400
H -14.02600 13.48500 17.77500
H -14.71800 15.02300 18.26200
H -12.77400 13.36600 19.81700
H -13.31000 14.89400 20.39600
H -12.24700 14.97200 17.85100
H -14.86900 12.76100 20.02000
```

Here are the Mulliken charges for atoms 1 to 8, given in e:
1 O -0.6406
2 H 0.2076
3 H 0.2329
4 O -0.6338
5 H 0.3211
6 H 0.3207
7 O -0.7966
8 H 0.5515

=====

> Which of these has the highest HOMO-LUMO gap?

C12H50B2O14

=====

> Look up the HOMO-LUMO gap of the first one.

9.2870 eV